(1)
109
Properties=species:S:1:pos:R:3 method="wB97M-V/def2-TZVPD" lumo_ev=0.62 homo_energy_ev=-8.12 multiplicity=1
C 3.15538 -1.08709 -6.63408
O 3.28161 -2.12935 -5.68459
C 3.46091 -1.64810 -4.36132
C 3.47354 -2.83398 -3.41064
N 2.16888 -3.48465 -3.35219
C 1.19660 -2.75996 -2.50967
C -0.21398 -3.04955 -2.99069
O -0.39913 -2.34769 -4.21223
C -1.62195 -2.65550 -4.84460
H 2.45091 -0.32915 -6.28214
H 2.78582 -1.57080 -7.53700
H 4.14426 -0.65368 -6.82227
H 2.70510 -0.93302 -4.02105
H 4.43940 -1.14751 -4.38753
H 3.81199 -2.50187 -2.42711
H 4.22230 -3.55230 -3.75026
H 1.76162 -3.54047 -4.27879
H 1.41979 -1.69144 -2.52329
H 1.32509 -3.11956 -1.48681
H -0.91487 -2.66289 -2.24534
H -0.38758 -4.12530 -3.10297
H -1.77422 -1.99656 -5.69889
H -2.53040 -2.65676 -4.23966
H -1.45094 -3.66726 -5.24609
C -4.13840 -0.71289 -2.00151
O -4.84725 -0.25482 -0.86314
C -5.27718 -1.30488 -0.02584
C -4.16931 -2.10203 0.64674
N -3.25761 -1.16627 1.32143
C -2.20974 -1.86665 2.03379
C -1.33483 -0.92494 2.87630
O -0.53298 -0.12690 2.05888
C -0.03740 1.05924 2.61584
H -3.46137 -1.52204 -1.73224
H -3.64368 0.12699 -2.48090
H -4.84212 -1.11101 -2.74410
H -5.93705 -1.95749 -0.60794
H -5.83694 -0.88277 0.81043
H -3.63424 -2.72193 -0.08297
H -4.54632 -2.73361 1.44988
H -2.76589 -0.54453 0.68696
H -1.48182 -2.45270 1.44937
H -2.62207 -2.56030 2.77306
H -0.81768 -1.51657 3.63885
H -2.09601 -0.34039 3.41524
H 0.66844 1.59750 1.99178
H 0.44478 0.78683 3.56615
H -0.81616 1.75652 2.94679
C 1.91199 -2.66936 3.43627
O 3.24202 -2.64379 2.99492
C 3.44660 -1.76497 1.90054
C 4.94480 -1.71689 1.56986
N 5.75065 -0.96320 2.51414
C 5.99823 -1.75614 3.72452
C 6.91476 -0.94670 4.62829
O 8.10949 -0.67355 3.95914
C 9.24918 -0.43179 4.77219
H 1.20212 -2.86501 2.62596
H 1.64269 -1.74146 3.96318
H 1.90046 -3.44518 4.20601
H 3.20197 -0.73672 2.20068
H 2.76947 -1.98382 1.07038
H 5.00017 -1.30462 0.56124
H 5.23743 -2.77027 1.45827
H 6.62852 -0.55782 2.22552
H 6.45896 -2.72585 3.49554
H 5.05622 -1.95166 4.23251
H 7.09243 -1.57025 5.51892
H 6.39349 -0.05344 4.99380
H 10.04284 -0.23243 4.05562
H 9.44739 -1.37433 5.29465
H 9.08723 0.39737 5.46441
C -6.22568 7.51723 -1.86820
O -5.95214 6.57010 -0.87609
C -7.04088 6.12866 -0.11451
C -6.74063 4.73291 0.42821
N -6.39467 3.79898 -0.63195
C -6.31929 2.40548 -0.26624
C -5.06573 2.13139 0.57457
O -3.87725 2.62378 -0.00195
C -2.69064 2.24815 0.60614
H -6.91013 7.14169 -2.63777
H -5.32556 7.80718 -2.40836
H -6.63366 8.41824 -1.39362
H -7.98170 6.06925 -0.67527
H -7.14880 6.81580 0.73214
H -7.60835 4.34687 0.98128
H -5.89205 4.80973 1.11170
H -6.94267 3.96187 -1.46463
H -6.18049 1.72124 -1.10636
H -7.22346 2.05604 0.25169
H -4.96806 1.04350 0.65008
H -5.17908 2.54212 1.58439
H -2.73390 2.38277 1.69309
H -1.93211 2.96370 0.25874
H -2.25575 1.31287 0.23281
O 4.85165 1.43459 0.75323
C 3.48005 1.80362 0.88863
C 2.81116 1.43858 -0.43070
O 2.81594 0.04229 -0.65517
H 5.28808 1.58808 1.59765
H 3.02398 1.27282 1.72580
H 3.42216 2.88882 1.01965
H 3.30066 2.02235 -1.21401
H 1.77190 1.76861 -0.36480
H 3.73741 -0.18970 -0.82292
O 0.07803 -0.72404 -0.53424
H -0.36247 -0.47724 0.31159
H 0.95770 -0.31640 -0.49478

***

(2)
58
Properties=species:S:1:pos:R:3 method="wB97M-V/def2-TZVPD" lumo_ev=3.23 homo_energy_ev=0.88 multiplicity=1 charge=-2
Ca -0.37254 -1.01201 -0.80482
O 0.71989 -2.18407 -3.95076
C -0.08601 -1.99977 -5.08573
C -1.63875 -1.89046 -4.88914
O -2.16575 -0.92625 -3.95117
H 0.14584 -2.84049 -5.73959
H 0.19770 -1.17027 -5.73344
H -2.06296 -2.80640 -4.47780
H -2.15797 -1.74853 -5.83697
O 2.69416 -3.09150 1.17581
C 2.99730 -4.05763 2.18936
C 4.30722 -5.02911 2.10737
O 4.70269 -5.66610 0.78892
H 2.14732 -4.72858 2.31372
H 3.04177 -3.62113 3.18715
H 4.07547 -5.88450 2.74197
H 5.14277 -4.46229 2.51805
C -4.48382 2.16396 4.66648
O -3.50071 2.16189 3.64836
C -2.19115 1.66313 3.93732
C -1.71072 0.82722 2.75369
N -2.60725 -0.13687 2.05797
C -2.80966 -1.25908 2.92981
C -3.20439 -2.56740 2.22121
O -2.42968 -2.66508 1.02586
C -2.82874 -3.78084 0.24736
H -4.51457 1.19946 5.17332
H -5.45172 2.46088 4.26262
H -4.20467 2.98091 5.33189
H -2.20002 1.07606 4.85568
H -1.63569 2.58841 4.09034
H -0.70111 0.48208 2.97655
H -1.35939 1.63100 2.10669
H -3.49673 0.33282 1.96680
H -3.57075 -1.08629 3.69073
H -1.97468 -1.40025 3.61608
H -4.23674 -2.54847 1.87191
H -2.97617 -3.34165 2.95370
H -2.12510 -4.05092 -0.54007
H -3.79821 -3.54761 -0.19289
H -2.90197 -4.65435 0.89522
C 4.02154 2.43624 -1.45394
C 2.75245 3.29858 -1.35310
C 2.71070 4.53102 -2.26885
O 3.07621 4.14756 -3.62307
C 2.88361 5.21521 -4.48722
N 1.54739 2.46403 -1.76758
H 4.68237 2.47480 -0.58796
H 4.63282 2.71950 -2.31080
H 3.71431 1.43436 -1.75384
H 2.65351 3.73945 -0.36116
H 3.45213 5.16909 -1.78797
H 1.79260 5.11778 -2.23895
H 1.84977 5.41048 -4.77209
H 3.37046 4.84012 -5.38743
H 3.49374 6.07887 -4.22277
H 0.84783 3.16350 -1.97122
H 1.74405 2.34952 -2.75161

***

(3)
152
Properties=species:S:1:pos:R:3 method="wB97M-V/def2-TZVPD" lumo_ev=0.24 homo_energy_ev=-8.77 multiplicity=1
O 3.84828 6.55353 1.16625
C 3.36888 5.79664 0.40537
O 3.13567 4.47779 0.64268
C 2.49715 3.92102 -0.47173
C 3.03562 4.76937 -1.58885
F 2.09781 4.88497 -2.56326
O 3.19926 6.03670 -0.95008
H 2.67697 2.85274 -0.58203
H 1.41883 4.09465 -0.38128
H 4.01980 4.48465 -1.96330
O 3.09928 0.61011 0.70169
C 4.21546 0.63678 0.28256
O 4.55363 0.93495 -0.99399
C 5.95429 1.05706 -1.13709
C 6.41654 1.06204 0.30493
F 6.51425 2.35601 0.75069
O 5.32875 0.40170 0.96334
H 6.39684 0.16534 -1.58234
H 6.20920 2.02640 -1.55398
H 7.35726 0.61678 0.61751
O 4.01377 2.32426 3.19062
C 3.08077 3.03346 3.36805
O 1.85100 2.76700 2.82863
C 0.86772 3.52296 3.47840
C 1.65533 4.66631 4.10733
F 1.19768 5.00173 5.32567
O 2.92910 4.01582 4.26560
H 0.14965 3.92091 2.75511
H 0.33566 2.82983 4.13311
H 1.68801 5.54332 3.46512
O -2.99891 1.29907 -0.32074
C -1.82284 1.07449 -0.22654
O -1.21718 0.64335 0.89192
C 0.15867 0.49072 0.56362
C 0.18072 0.41004 -0.94196
F -0.14150 -0.87542 -1.32314
O -0.98678 1.16377 -1.25275
H 0.70550 1.37605 0.90186
H 0.65700 -0.33725 1.05961
H 1.17627 0.61228 -1.32954
O 3.82600 -0.67447 -6.03773
C 2.88176 0.03967 -5.95327
O 1.76060 -0.09187 -6.68606
C 0.71530 0.72308 -6.17829
C 1.46249 1.64893 -5.22265
F 0.95886 1.68885 -3.96137
O 2.76044 1.11109 -5.15080
H 0.28624 1.29168 -7.00187
H -0.11101 0.20392 -5.68711
H 1.46569 2.65236 -5.65089
C -1.42838 0.64232 4.29858
O -1.07364 1.65145 5.23814
P -2.08791 1.90750 6.43536
O -3.45135 2.30361 6.11129
O -1.26367 2.91927 7.36064
C -1.45165 4.34885 7.28212
O -2.04459 0.58459 7.30673
C -2.72975 0.50166 8.58318
H -1.57327 -0.38219 4.64353
H -0.73007 0.48222 3.46989
H -2.27032 1.00629 3.70175
H -2.38908 4.48090 7.82842
H -1.67503 4.64937 6.25487
H -0.56247 4.86435 7.62617
H -3.00865 1.51023 8.88293
H -2.02505 0.07626 9.29181
H -3.57135 -0.15156 8.36854
C -0.38087 -5.39888 3.03419
O -0.66889 -4.07910 2.59545
P -2.04018 -3.35785 3.01248
O -2.28243 -3.01110 4.42490
O -2.09216 -2.10383 1.98739
C -3.34739 -1.58474 1.50968
O -3.15951 -4.36587 2.49207
C -4.14793 -4.87959 3.40046
H 0.52866 -5.72576 2.53192
H -1.20184 -6.10166 2.91187
H -0.07118 -5.34531 4.08239
H -3.57433 -0.66373 2.04006
H -4.15237 -2.30211 1.67552
H -3.23451 -1.46558 0.43562
H -4.06382 -5.96345 3.44271
H -5.13879 -4.65523 3.00493
H -4.11213 -4.44855 4.39649
C 0.16192 -2.62110 -3.72058
O 0.59784 -3.08393 -4.99943
P 0.80021 -4.65772 -5.21322
O -0.42637 -5.46273 -5.26830
O 1.68645 -4.77719 -6.50311
C 2.85400 -3.91992 -6.53994
O 1.80357 -4.95468 -3.97504
C 1.33802 -5.60507 -2.80227
H 0.11953 -1.55313 -3.52636
H 0.88775 -3.08257 -3.04909
H -0.81830 -2.96971 -3.38242
H 2.62800 -2.89110 -6.80939
H 3.47599 -4.29743 -7.35329
H 3.42383 -4.05470 -5.62483
H 1.65955 -6.64462 -2.88773
H 0.24432 -5.61915 -2.77199
H 1.65878 -5.10910 -1.88841
C 4.41714 -5.16815 -0.09038
O 4.15052 -4.48840 -1.32801
P 4.07953 -2.89840 -1.48439
O 5.17601 -2.15245 -0.80688
O 4.03099 -2.74512 -3.08214
C 5.24585 -2.93502 -3.81231
O 2.62796 -2.43413 -1.12868
C 2.10208 -2.61710 0.18694
H 5.04785 -4.54255 0.54081
H 4.86187 -6.11709 -0.37556
H 3.45472 -5.33806 0.39604
H 6.04530 -2.21572 -3.60455
H 5.03784 -2.93026 -4.87386
H 5.71520 -3.82955 -3.38906
H 2.10597 -1.72201 0.81611
H 2.86300 -3.10289 0.81616
H 1.17004 -3.16865 0.20654
C -2.99043 1.59263 -4.24680
O -2.59289 0.36193 -4.81272
C -2.98061 -0.81848 -4.21381
C -2.91144 -2.02548 -5.14165
C -3.83642 -1.95340 -6.34706
N -3.12043 -3.34461 -4.50758
H -4.07211 1.72507 -4.36427
H -2.58175 2.38092 -4.87808
H -2.72938 1.71819 -3.19759
H -2.43793 -1.12345 -3.30779
H -4.01143 -0.84011 -3.81872
H -1.86646 -1.98495 -5.47516
H -3.67801 -2.73080 -7.08901
H -3.67975 -0.98211 -6.83919
H -4.88699 -1.81379 -6.07187
H -2.83338 -4.06363 -5.16204
H -4.12853 -3.44352 -4.42611
C -4.86686 3.50283 1.02630
O -5.76694 4.15561 1.90913
C -5.35617 3.99528 3.25243
C -4.22222 4.93612 3.75454
C -2.79653 4.52626 3.33651
N -4.27895 4.99486 5.22424
H -4.60638 3.98441 0.08813
H -5.18391 2.47180 0.83115
H -3.94036 3.27745 1.55758
H -6.21397 4.17497 3.90156
H -5.08327 2.94247 3.40921
H -4.45100 5.88130 3.25287
H -2.01067 5.21855 3.66264
H -2.54416 4.62456 2.27612
H -2.62404 3.51263 3.70145
H -5.27405 5.06085 5.41954
H -4.02346 4.03708 5.48554